[1]
62
Properties=species:S:1:pos:R:3:forces:R:3:lowdin_charge:R:1 method="wB97M-V/def2-TZVPD" gap_ev=5.11 charge=-1 homo_ev=-3.08
Pt 0.6597 -2.8322 -1.4340 -0.7 1.7 0.1 0.45
Se 0.4199 -5.1860 -1.7457 -1.0 0.6 0.5 -0.15
Se 2.0370 -6.0757 -3.0547 1.9 0.2 -1.2 -0.25
Te 3.4512 -4.0263 -4.1523 -0.4 -1.8 0.1 0.19
Se 2.3443 -2.1195 -3.0513 -0.5 -0.1 0.1 -0.05
C -1.9057 3.4705 1.0577 0.0 -0.1 0.1 -0.06
C -1.2145 2.3323 0.3615 -0.1 0.2 0.2 -0.27
C -0.1986 2.5589 -0.5597 0.1 -0.4 -0.1 0.00
C 0.3964 1.5159 -1.2551 -0.4 -0.4 0.6 -0.07
C 1.4245 1.7366 -2.2767 0.9 -0.7 -0.3 -0.29
O 2.3099 0.9260 -2.5380 -0.6 1.0 0.3 0.02
C 1.3905 3.0214 -3.0387 0.1 0.5 -0.5 -0.13
C 0.2324 3.7617 -3.2719 0.1 -0.3 0.1 -0.04
C 0.2839 4.9306 -4.0080 -0.1 0.2 -0.1 -0.09
C 1.4832 5.3723 -4.5436 -0.1 0.0 0.0 -0.10
C 2.6329 4.6202 -4.3573 0.0 0.2 -0.1 -0.08
C 2.5845 3.4602 -3.6134 -0.1 -0.2 0.2 -0.01
C 0.0389 0.1521 -0.9370 -0.3 0.1 0.2 -0.29
O 0.5618 -0.7625 -1.6237 0.1 -0.7 0.1 -0.31
C -0.9315 -0.0789 0.0990 0.1 0.7 -0.4 -0.07
C -1.5747 1.0356 0.6599 0.3 -0.2 -0.3 0.02
C -1.2795 -1.3854 0.5912 0.2 -1.2 -0.1 -0.18
N -0.7619 -2.5275 0.2221 -0.1 0.5 -0.9 -0.04
C -1.1860 -3.7430 0.8913 -0.4 -0.8 0.2 -0.35
C -0.3868 -4.0342 2.1489 0.4 0.1 -0.2 -0.47
Te 1.7445 -4.2701 1.8151 -0.1 0.4 0.3 1.23
C 2.1454 -2.2000 1.5002 0.0 -0.5 0.2 -0.56
C 2.8786 -1.8019 0.3939 0.4 -0.3 0.2 -0.21
C 3.1115 -0.4557 0.1651 0.1 0.1 0.0 -0.09
C 2.6029 0.4913 1.0371 0.1 0.1 0.0 -0.09
C 1.8931 0.0921 2.1572 0.0 0.1 0.1 -0.10
C 1.6765 -1.2533 2.3936 -0.1 0.0 0.2 -0.18
C -2.2583 -1.4017 1.7220 -0.2 -0.2 0.4 -0.21
C -3.5492 -1.9073 1.5926 0.1 0.3 0.0 -0.04
C -4.3583 -2.0497 2.7072 -0.1 0.0 0.0 -0.08
C -3.8902 -1.6962 3.9611 0.0 0.1 0.1 -0.09
C -2.6257 -1.1448 4.0920 0.0 0.0 0.1 -0.07
C -1.8202 -0.9931 2.9792 0.0 0.0 -0.1 -0.05
H -1.5731 4.4276 0.6636 0.0 0.1 0.0 0.07
H -1.6989 3.4416 2.1278 0.0 0.1 0.1 0.07
H -2.9860 3.4014 0.9307 -0.1 0.1 0.0 0.07
H 0.1439 3.5736 -0.7223 -0.1 0.0 -0.1 0.12
H -0.7147 3.4055 -2.8966 -0.1 0.0 0.0 0.11
H -0.6218 5.4990 -4.1732 0.0 0.0 0.0 0.10
H 1.5163 6.2882 -5.1164 0.0 0.1 0.0 0.10
H 3.5643 4.9430 -4.7996 0.1 0.0 0.0 0.10
H 3.4685 2.8577 -3.4699 0.1 -0.1 0.0 0.12
H -2.3780 0.8773 1.3648 0.0 0.1 0.1 0.12
H -1.0696 -4.5800 0.1958 -0.1 0.2 0.1 0.01
H -2.2488 -3.7067 1.1700 0.3 -0.1 -0.1 0.10
H -0.7285 -4.9716 2.5803 0.1 -0.1 0.1 0.04
H -0.5317 -3.2471 2.8849 0.1 0.0 0.1 0.03
H 3.3030 -2.5479 -0.2673 -0.1 0.1 -0.1 0.06
H 3.6586 -0.1489 -0.7132 0.0 0.0 -0.1 0.10
H 2.7661 1.5431 0.8499 0.0 0.1 0.0 0.10
H 1.5167 0.8303 2.8540 0.0 0.1 0.0 0.10
H 1.1438 -1.5737 3.2791 0.0 0.0 0.1 0.08
H -3.9214 -2.1828 0.6166 0.0 -0.1 -0.1 0.13
H -5.3566 -2.4463 2.5935 -0.1 0.0 0.0 0.10
H -4.5151 -1.8310 4.8322 -0.1 0.0 0.1 0.10
H -2.2575 -0.8415 5.0613 0.0 0.0 0.1 0.10
H -0.8420 -0.5434 3.0673 0.1 0.0 0.0 0.11

[2]
68
Properties=species:S:1:pos:R:3:forces:R:3:lowdin_charge:R:1 method="wB97M-V/def2-TZVPD" gap_ev="7.36 / 4.53" spin_multiplicity=5 charge=0 homo_ev="-7.88 / -8.46" s2=6.025
Os 1.4301 -1.3515 -0.8380 0.8 0.4 0.2 0.89
O 3.4842 -1.3846 6.0175 1.0 0.3 -0.3 0.21
C 2.3454 -1.6144 5.6962 -0.4 -0.1 0.3 -0.55
O 1.2933 -1.9200 6.2080 -0.7 -0.2 0.0 0.16
C 2.1418 -1.4684 4.0586 0.2 0.1 -0.6 -0.03
C 0.8506 -1.4684 3.5649 -0.3 0.0 0.2 0.02
C 0.6729 -1.3635 2.1972 -0.3 0.0 0.5 -0.12
N 1.7025 -1.2521 1.3636 0.0 -0.3 -0.4 -0.08
C 2.9352 -1.2433 1.8524 1.0 0.2 -0.4 -0.21
C 3.2181 -1.3561 3.2094 -0.2 0.0 0.3 0.07
C 4.1115 -1.0464 0.8302 -0.6 -0.3 1.1 -0.67
O 5.2394 -1.1516 1.2534 0.4 0.0 0.3 0.07
O 3.7142 -0.7723 -0.3318 -1.1 0.0 -1.3 -0.14
H 0.0092 -1.5616 4.2356 0.0 0.0 -0.1 0.12
H -0.3156 -1.3725 1.7539 0.0 0.0 0.0 0.08
H 4.2449 -1.3583 3.5382 0.1 0.0 -0.1 0.14
S 0.9567 -1.3632 -3.1078 0.4 -0.6 0.5 0.55
C 1.0414 0.3067 -3.6781 -0.2 0.3 0.4 -0.66
C 1.2604 0.5194 -5.0379 0.0 -0.1 0.2 -0.12
C 1.3851 1.8056 -5.5226 0.0 0.1 0.0 -0.08
C 1.2612 2.8923 -4.6713 0.0 0.0 0.0 -0.08
C 0.9938 2.6880 -3.3278 -0.1 0.1 0.2 -0.09
C 0.8786 1.4009 -2.8187 0.1 -0.3 -0.3 -0.39
As 0.5802 0.9978 -0.9329 -0.7 1.9 -0.9 1.25
C 1.1055 2.7402 -0.1858 0.1 -0.3 0.2 -0.36
C 0.2053 3.8034 -0.1522 -0.2 -0.3 -0.1 -0.12
C 0.6245 5.0626 0.2401 0.0 0.0 0.0 -0.08
C 1.9448 5.2712 0.6085 0.0 0.0 0.0 -0.08
C 2.8426 4.2164 0.5881 0.1 0.0 0.0 -0.07
C 2.4258 2.9547 0.1923 0.1 -0.4 -0.1 -0.09
C -1.3555 1.1969 -0.7602 0.0 -0.3 0.2 -0.39
C -1.8583 1.2380 0.5395 0.3 0.0 0.0 -0.13
C -3.2206 1.3121 0.7663 0.0 0.0 0.1 -0.09
C -4.0957 1.3393 -0.3114 0.0 0.0 0.0 -0.10
C -3.6018 1.3003 -1.6057 -0.1 0.0 0.0 -0.08
C -2.2360 1.2247 -1.8327 0.4 0.0 -0.1 -0.08
H 1.3599 -0.3289 -5.6985 0.0 -0.1 0.0 0.10
H 1.5940 1.9614 -6.5699 0.0 0.0 -0.1 0.11
H 1.3806 3.8916 -5.0577 0.0 0.2 0.0 0.10
H 0.8817 3.5360 -2.6631 0.1 0.0 -0.1 0.10
H -0.8270 3.6452 -0.4474 0.1 0.1 0.0 0.10
H -0.0805 5.8805 0.2475 -0.1 0.1 0.0 0.11
H 2.2705 6.2555 0.9110 0.0 0.1 0.0 0.10
H 3.8728 4.3750 0.8735 0.0 0.0 0.0 0.11
H 3.1345 2.1317 0.1612 0.0 0.1 0.0 0.10
H -1.1574 1.2286 1.3729 -0.2 0.0 0.0 0.11
H -3.5976 1.3379 1.7798 0.0 0.0 0.0 0.11
H -5.1619 1.3650 -0.1391 -0.1 0.1 0.0 0.11
H -4.2800 1.3187 -2.4455 -0.1 0.0 -0.1 0.11
H -1.8521 1.1831 -2.8460 0.0 0.0 0.0 0.11
Cl 2.6146 -4.3326 1.0657 0.0 0.1 -0.1 0.25
Si 1.9617 -3.6796 -0.8193 -0.1 -1.1 0.2 -0.76
Cl 3.3322 -4.5046 -2.1047 0.0 0.2 -0.1 0.23
Cl 0.2662 -4.9144 -1.0447 0.3 -0.1 -0.1 0.21
O -1.0346 -1.8122 -0.2856 0.7 0.5 0.3 -0.69
S -1.9678 -2.9546 -0.5670 -1.2 0.0 0.4 0.88
C -3.6358 -2.1583 -0.4210 0.2 -0.3 -0.2 -0.28
C -4.3168 -2.6766 0.8350 0.1 0.1 0.1 -0.23
C -3.1998 -2.9774 1.8292 -0.2 0.0 0.0 -0.23
C -2.1786 -3.7950 1.0563 -0.2 0.2 -0.3 -0.32
H -4.1911 -2.3627 -1.3331 0.0 0.0 -0.1 0.09
H -3.4329 -1.0917 -0.3575 0.2 0.0 -0.1 0.05
H -4.8774 -3.5876 0.6231 0.0 0.0 0.0 0.11
H -5.0138 -1.9300 1.2170 -0.1 0.0 0.0 0.11
H -3.5786 -3.5178 2.6973 0.1 0.0 0.1 0.12
H -2.7486 -2.0428 2.1703 0.0 0.0 0.1 0.11
H -2.5435 -4.7950 0.8298 0.0 -0.1 0.0 0.10
H -1.2054 -3.8684 1.5311 0.2 0.0 -0.1 0.08

[3]
61
Properties=species:S:1:pos:R:3:forces:R:3:lowdin_charge:R:1 method="wB97M-V/def2-TZVPD" gap_ev=7.53 charge=0 homo_ev=-8.54
La -0.2449 -0.1052 -0.1959 0.1 -0.1 0.8 2.07
C 3.7893 -1.5001 -0.1310 0.1 0.1 0.0 -0.04
C 2.8942 -2.7004 -0.2466 0.0 -0.1 0.0 -0.21
C 3.2480 -3.9038 0.3531 0.0 0.0 0.0 -0.04
C 2.4511 -5.0298 0.2114 0.0 0.0 0.0 -0.08
C 1.2928 -4.9641 -0.5445 0.0 0.0 0.0 -0.05
C 0.9067 -3.7742 -1.1558 0.0 -0.2 0.0 -0.23
C -0.3392 -3.7344 -1.9951 -0.1 0.0 -0.1 -0.03
C 1.7135 -2.6471 -0.9952 -0.1 0.3 -0.1 -0.24
N 1.2867 -1.3928 -1.5371 0.2 0.0 -0.3 -0.15
C 1.8351 -1.0044 -2.7172 -0.2 0.3 0.0 -0.49
O 2.6424 -1.5924 -3.4161 0.1 -0.2 0.1 0.07
C 1.3529 0.3744 -3.1695 0.0 -0.1 0.0 -0.18
C 1.8404 0.9757 -4.3154 0.0 0.0 0.0 0.02
C 1.3894 2.2503 -4.6277 0.0 0.1 -0.1 -0.02
C 0.4915 2.8989 -3.7917 0.0 0.0 0.0 0.02
C 0.0516 2.2282 -2.6653 -0.1 0.0 0.1 -0.18
N 0.4632 0.9907 -2.3910 0.0 0.0 -0.2 0.00
C -0.8978 2.8811 -1.6617 0.2 -0.3 -0.2 -0.49
O -1.2832 4.0169 -1.8817 -0.1 0.1 0.1 0.07
N -1.1808 2.0782 -0.6040 0.1 0.3 -0.3 -0.14
C -2.0305 2.6093 0.4174 0.2 -0.2 -0.2 -0.24
C -1.4814 3.4250 1.4118 -0.1 0.0 0.1 -0.21
C -0.0492 3.8712 1.3398 0.2 0.0 0.0 -0.03
C -2.3043 3.8545 2.4464 0.0 0.0 0.0 -0.04
C -3.6405 3.4880 2.4923 0.0 0.0 0.0 -0.08
C -4.1730 2.6913 1.4920 0.1 0.0 0.0 -0.05
C -3.3762 2.2397 0.4429 -0.2 0.0 0.1 -0.23
C -3.9784 1.4020 -0.6493 0.0 -0.1 -0.1 -0.04
H 4.6300 -1.7096 0.5292 0.0 0.0 0.0 0.08
H 3.2799 -0.6194 0.2739 -0.1 0.0 0.0 0.07
H 4.1808 -1.2041 -1.1063 0.0 -0.1 0.0 0.09
H 4.1599 -3.9567 0.9367 0.0 0.0 0.0 0.11
H 2.7314 -5.9586 0.6912 0.0 0.0 0.0 0.10
H 0.6739 -5.8467 -0.6555 0.0 0.0 0.0 0.11
H -0.9360 -4.6313 -1.8345 0.0 0.0 0.0 0.08
H -0.1055 -3.6620 -3.0598 0.1 0.0 0.0 0.09
H -0.9861 -2.8835 -1.7643 0.0 0.0 0.1 0.05
H 2.5538 0.4384 -4.9237 0.0 0.0 0.0 0.12
H 1.7480 2.7458 -5.5212 0.0 0.0 0.0 0.11
H 0.1270 3.8984 -3.9802 0.0 0.0 0.0 0.12
H 0.6604 3.0389 1.2883 -0.1 -0.1 0.0 0.07
H 0.2134 4.4571 2.2198 0.0 0.0 0.0 0.08
H 0.1294 4.4812 0.4522 -0.1 0.0 0.0 0.09
H -1.8927 4.4866 3.2249 0.0 0.0 0.0 0.11
H -4.2685 3.8230 3.3077 0.0 0.0 0.0 0.10
H -5.2186 2.4092 1.5264 0.0 0.0 0.0 0.11
H -4.9877 1.0913 -0.3823 0.0 0.1 0.0 0.08
H -3.4169 0.4847 -0.8495 0.1 0.0 0.1 0.06
H -4.0242 1.9492 -1.5936 0.0 0.0 0.0 0.09
Br -4.6511 -4.3263 3.6938 -0.1 -0.1 0.1 0.72
C -3.4298 -3.1975 2.7887 0.1 0.0 -0.1 -0.71
C -3.6903 -1.8388 2.7103 0.2 -0.2 0.0 -0.14
C -2.7798 -1.0330 2.0352 -0.2 0.2 0.0 -0.17
C -1.6202 -1.5205 1.4126 -0.2 -0.1 0.0 -0.36
C -1.4170 -2.9020 1.5515 0.1 -0.3 -0.1 -0.17
C -2.2951 -3.7512 2.2167 -0.1 0.2 0.1 -0.14
H -4.5824 -1.4344 3.1699 0.0 0.1 0.0 0.10
H -3.0189 0.0287 1.9879 0.0 0.0 0.0 0.07
H -0.5390 -3.3715 1.1090 0.0 0.0 0.0 0.07
H -2.1146 -4.8151 2.2942 0.0 0.0 0.0 0.10

Question: What is the charge in the first record?
Answer: -1